Record 1
The following is a quantum chemistry calculation of an isolated ion of composition C24H33N4O3 and charge +1, from the OMol25 dataset.

Its HOMO energy is -11.05 eV. As for the SMILES: COc1ccccc1OC[C@H](O)Cn1c(N)[n+](CCN2CCCCC2)c2ccccc21. As for the spin multiplicity: 1. Its total charge is +1. The HOMO-LUMO gap comes out at 9.304 eV.

Last column: Mulliken charge in e.
Geometry (Å):
C (2.4316, 4.0307, -1.5473)  -1.063
O (2.3747, 2.8540, -0.7642)  -0.442
C (1.3236, 2.6901, 0.1209)  1.168
C (0.2258, 3.5421, 0.1364)  -0.568
C (-0.8118, 3.3715, 1.0341)  -0.889
C (-0.7613, 2.3384, 1.9506)  -0.760
C (0.3161, 1.4755, 1.9369)  -0.264
C (1.3620, 1.6164, 1.0260)  0.072
O (2.3134, 0.6417, 1.1706)  -0.347
C (3.4834, 0.5418, 0.3905)  -1.217
C (3.3027, -0.2636, -0.9128)  0.554
O (2.4195, 0.3469, -1.8275)  -0.760
C (2.8146, -1.7062, -0.6725)  -1.343
N (1.7225, -1.8365, 0.2632)  0.327
C (0.4603, -1.3896, 0.0773)  -0.220
N (0.0372, -0.7141, -0.9673)  0.128
N (-0.3198, -1.7638, 1.1167)  0.537
C (-1.6766, -1.3216, 1.3707)  -0.306
C (-2.6774, -1.6529, 0.2558)  -1.163
N (-2.6156, -0.7001, -0.8484)  0.441
C (-3.2780, 0.5670, -0.5467)  -0.909
C (-2.9702, 1.5871, -1.6380)  -0.219
C (-3.4553, 1.0698, -2.9880)  -1.021
C (-2.8416, -0.3006, -3.2543)  -0.448
C (-3.1414, -1.2497, -2.0976)  -0.903
C (0.4807, -2.4458, 2.0285)  1.027
C (0.1990, -3.0204, 3.2550)  -1.118
C (1.2435, -3.6343, 3.9253)  -0.796
C (2.5261, -3.6731, 3.3908)  -0.859
C (2.8148, -3.1010, 2.1636)  -1.012
C (1.7754, -2.4875, 1.4886)  1.317
H (2.4001, 4.9242, -0.9208)  0.399
H (1.6239, 4.0628, -2.2835)  0.381
H (3.3888, 3.9881, -2.0648)  0.287
H (0.1794, 4.3642, -0.5580)  0.487
H (-1.6436, 4.0570, 1.0217)  0.455
H (-1.5450, 2.2138, 2.6819)  0.487
H (0.4016, 0.6735, 2.6545)  0.628
H (3.9001, 1.5241, 0.1573)  0.507
H (4.1939, 0.0047, 1.0265)  0.514
H (4.2991, -0.3365, -1.3784)  0.424
H (2.4935, 1.3134, -1.7272)  0.393
H (3.6411, -2.3039, -0.2909)  0.538
H (2.5083, -2.1113, -1.6434)  0.228
H (0.7324, -0.3512, -1.6139)  0.476
H (-0.9917, -0.5177, -1.0434)  -0.254
H (-1.9980, -1.8169, 2.2866)  0.416
H (-1.6632, -0.2416, 1.5484)  -0.075
H (-2.4561, -2.6506, -0.1318)  0.377
H (-3.6844, -1.6809, 0.6960)  0.384
H (-2.9171, 0.9436, 0.4122)  0.344
H (-4.3667, 0.4237, -0.4705)  0.393
H (-3.4588, 2.5301, -1.3935)  0.432
H (-1.8923, 1.7620, -1.6700)  0.055
H (-3.1826, 1.7655, -3.7813)  0.385
H (-4.5436, 0.9863, -2.9752)  0.358
H (-3.2434, -0.7237, -4.1747)  0.380
H (-1.7603, -0.2022, -3.3697)  0.186
H (-2.6630, -2.2151, -2.2809)  0.409
H (-4.2267, -1.4129, -2.0256)  0.418
H (-0.7894, -2.9984, 3.6845)  0.435
H (1.0569, -4.0904, 4.8842)  0.422
H (3.3139, -4.1585, 3.9441)  0.419
H (3.8147, -3.1372, 1.7627)  0.364



Record 2
The following is a quantum chemistry calculation of a 19-piece molecular cluster, C45H132N22O23 overall, from the OMol25 dataset.

Its HOMO energy is -8.61 eV. As for the spin multiplicity: 1. Its total charge is 0. The HOMO-LUMO gap comes out at 8.996 eV.

Last column: Mulliken charge in e.
Geometry (Å):
C (-2.2577, -2.2522, 3.2726)  0.065
O (-2.5273, -2.7045, 4.3759)  -0.717
N (-1.0155, -2.0570, 2.7581)  0.385
N (-3.1778, -1.8389, 2.3289)  0.089
H (-0.2238, -2.5983, 3.1091)  0.237
H (-0.8562, -1.6890, 1.8336)  -0.626
H (-2.9627, -1.2477, 1.5454)  -0.048
H (-4.1398, -2.0164, 2.5704)  0.241
C (0.3190, -7.1611, 0.2971)  0.808
O (1.5213, -7.1683, -0.0300)  -0.854
N (-0.5697, -6.4741, -0.4373)  -0.132
N (-0.1599, -7.7064, 1.4462)  -0.420
H (-1.5610, -6.4789, -0.2994)  0.198
H (-0.1019, -6.0693, -1.2412)  -0.103
H (-1.1260, -7.5014, 1.6250)  0.141
H (0.3385, -8.3228, 2.0578)  0.209
C (3.1162, 3.2324, 1.7121)  0.355
O (4.1218, 2.5408, 1.9501)  -0.780
N (2.0340, 3.1950, 2.4923)  0.551
N (3.1067, 4.1371, 0.7076)  -0.145
H (1.2999, 3.8752, 2.4297)  -1.114
H (2.0218, 2.5134, 3.2329)  0.107
H (2.3382, 4.7148, 0.4296)  0.235
H (4.0221, 4.2624, 0.3078)  0.246
C (4.3677, -6.8098, 2.2161)  0.579
O (5.3721, -6.5433, 2.8802)  -0.717
N (3.8317, -8.0798, 2.1166)  -0.326
N (3.6500, -5.8829, 1.5541)  0.186
H (2.9625, -8.1723, 1.6191)  0.161
H (4.3072, -8.8172, 2.5996)  0.211
H (2.9389, -6.2948, 0.9685)  0.319
H (3.9705, -4.9261, 1.5636)  -0.333
C (2.0944, 2.2643, -2.7822)  0.055
O (2.5120, 2.8089, -3.7974)  -0.759
N (1.4929, 1.0557, -2.6826)  1.260
N (2.1983, 2.7313, -1.5053)  0.337
H (1.3995, 0.7180, -1.7303)  -0.289
H (1.2455, 0.5794, -3.5454)  0.025
H (2.5406, 3.6518, -1.2985)  0.218
H (1.8920, 2.1939, -0.7017)  -0.574
C (5.8047, -2.7125, -1.8202)  0.613
O (6.2872, -2.2417, -2.8504)  -0.725
N (5.5812, -4.0413, -1.6472)  -0.317
N (5.5709, -1.9695, -0.7075)  0.304
H (5.3159, -4.4460, -0.7683)  0.221
H (5.6744, -4.5354, -2.5178)  0.197
H (5.5787, -0.9665, -0.7728)  0.127
H (5.2855, -2.4051, 0.1575)  -0.160
C (1.4051, -5.7766, -3.5049)  0.635
O (0.2531, -6.0479, -3.1985)  -0.752
N (2.4602, -5.7411, -2.6358)  -0.037
N (1.8408, -5.6233, -4.8082)  -0.434
H (2.1865, -6.1189, -1.7325)  -0.085
H (3.3940, -5.8222, -2.9851)  0.218
H (2.6299, -5.0229, -4.9702)  0.213
H (1.1797, -5.7423, -5.5560)  0.248
C (-0.7603, 1.3542, 4.2464)  0.506
O (0.2801, 1.8084, 3.7290)  -0.833
N (-1.2383, 0.1346, 3.9396)  1.475
N (-1.5153, 2.0342, 5.1458)  0.239
H (-2.0983, -0.2166, 4.3417)  -0.081
H (-0.8813, -0.4011, 3.1627)  -0.457
H (-1.2179, 2.9842, 5.3510)  0.216
H (-2.3707, 1.6430, 5.5043)  -0.170
C (4.9858, -2.6863, 2.7957)  0.251
O (4.7835, -3.2176, 1.6876)  -0.919
N (4.9882, -3.3814, 3.9357)  -0.272
N (5.0873, -1.3404, 2.8933)  -0.150
H (5.0310, -2.8953, 4.8131)  0.256
H (4.7513, -4.3614, 3.9569)  0.176
H (5.1403, -0.7582, 2.0743)  0.108
H (5.2946, -0.9676, 3.8026)  0.270
C (-1.0769, 4.1444, -4.4252)  -1.036
C (-0.5149, 2.8225, -4.9177)  0.665
O (-1.2743, 2.4617, -6.0691)  -0.649
H (-0.5300, 4.4849, -3.5425)  0.152
H (-2.1010, 4.0355, -4.0547)  0.119
H (-1.0793, 4.9329, -5.1753)  0.467
H (-0.5869, 2.0182, -4.1778)  -0.373
H (0.5491, 2.9693, -5.1134)  0.439
H (-0.7732, 1.7608, -6.5017)  0.326
C (1.6084, -2.1480, 5.8363)  -1.335
C (2.0833, -1.9825, 4.3893)  1.904
O (1.4937, -3.0209, 3.6062)  -0.855
H (1.5989, -3.2017, 6.1101)  0.403
H (0.6141, -1.7098, 5.9176)  0.033
H (2.2212, -1.6180, 6.5668)  0.390
H (3.1719, -2.0348, 4.2864)  -0.526
H (1.8337, -0.9824, 4.0189)  -0.718
H (2.0135, -3.0538, 2.7916)  -0.156
C (5.0864, 1.6460, -2.3195)  0.117
C (5.9119, 1.4755, -1.0972)  -0.744
O (5.1459, 0.7994, -0.0671)  -0.535
H (4.8187, 0.6803, -2.7465)  0.081
H (5.6146, 2.2536, -3.0617)  0.445
H (4.2130, 2.2816, -2.1438)  -0.347
H (6.1472, 2.4623, -0.6921)  0.421
H (6.7370, 0.8030, -1.3340)  0.421
H (4.7540, 1.4773, 0.5068)  -0.095
C (-3.8527, 0.3762, -5.0257)  -0.392
C (-5.1129, 0.9911, -4.4787)  -0.423
O (-5.5164, 0.3826, -3.2515)  -0.500
H (-3.1345, 0.2403, -4.2143)  -0.242
H (-3.3143, 0.9516, -5.7778)  0.322
H (-4.0967, -0.5860, -5.4812)  0.338
H (-5.9631, 1.0393, -5.1685)  0.512
H (-4.9635, 2.0664, -4.2998)  0.151
H (-6.3789, 0.7598, -3.0571)  0.274
C (-2.3629, -2.9604, -1.5176)  -1.524
C (-2.5266, -1.4802, -1.2427)  0.696
O (-1.6896, -1.0136, -0.1951)  0.630
H (-1.3220, -3.2292, -1.6956)  0.150
H (-2.9336, -3.2025, -2.4185)  0.506
H (-2.8262, -3.5884, -0.7555)  0.415
H (-3.5763, -1.1942, -1.0981)  0.220
H (-2.2111, -0.8648, -2.0978)  -0.477
H (-1.6605, -0.0403, -0.3249)  0.175
C (-6.3269, 4.2437, -1.4395)  -0.592
C (-6.3688, 5.3398, -2.5021)  -0.422
O (-5.0940, 5.9839, -2.5227)  -0.475
H (-6.5445, 4.4663, -0.3908)  0.378
H (-5.3934, 3.6869, -1.4898)  -0.091
H (-7.1892, 3.5807, -1.5910)  0.397
H (-7.0761, 6.1337, -2.2501)  0.322
H (-6.7066, 4.8387, -3.4073)  0.266
H (-5.0904, 6.6884, -1.8729)  0.265
C (2.6635, -2.4574, -10.3796)  -0.826
O (2.0302, -2.5370, -9.1194)  -0.255
C (0.8709, -3.3151, -9.1585)  -0.664
C (0.2163, -3.5055, -7.8081)  -0.094
N (0.1482, -2.2838, -7.0392)  -0.318
C (-0.6619, -2.4456, -5.8217)  -0.949
C (-0.5031, -1.2293, -4.9074)  1.133
O (0.8235, -0.9255, -4.4883)  -0.821
C (1.4458, -2.0128, -3.8420)  -0.608
H (3.6293, -1.9773, -10.2382)  0.245
H (2.0455, -1.8054, -11.0077)  0.327
H (2.8159, -3.3768, -10.9509)  0.318
H (1.0458, -4.3167, -9.5717)  0.394
H (0.1421, -2.8125, -9.8107)  0.345
H (0.6779, -4.3508, -7.2742)  -0.285
H (-0.8017, -3.8493, -8.0182)  0.403
H (1.1083, -2.0906, -6.7681)  0.311
H (-0.3118, -3.3016, -5.2327)  0.186
H (-1.6965, -2.6040, -6.1216)  0.647
H (-1.1024, -1.3110, -3.9934)  -0.613
H (-0.9300, -0.3504, -5.3942)  -0.126
H (1.4774, -2.9514, -4.3940)  0.150
H (0.9660, -2.2358, -2.8778)  -0.050
H (2.4407, -1.7328, -3.4928)  0.371
C (0.2486, 4.3400, 7.4551)  -1.020
O (-0.1530, 4.4086, 6.1036)  -0.331
C (0.4509, 5.4440, 5.3534)  -1.542
C (0.0778, 5.2253, 3.8981)  1.797
N (0.4830, 6.2216, 2.9272)  -0.467
C (0.0331, 5.7809, 1.6109)  0.579
C (-1.4500, 5.8797, 1.4399)  -0.889
O (-1.9991, 5.2942, 0.2707)  0.027
C (-1.6026, 5.9289, -0.9317)  -0.452
H (0.0033, 5.2883, 7.9442)  0.316
H (1.3103, 4.1125, 7.5692)  0.330
H (-0.3596, 3.5612, 7.9123)  0.313
H (1.5441, 5.4396, 5.4109)  0.414
H (0.0241, 6.3926, 5.6927)  0.389
H (-1.0032, 5.0663, 3.8782)  0.038
H (0.4749, 4.2456, 3.5927)  -0.290
H (1.4951, 6.1736, 2.8677)  0.464
H (0.4694, 4.8001, 1.3587)  -0.546
H (0.5288, 6.3993, 0.8543)  0.614
H (-1.7968, 6.9168, 1.5255)  0.498
H (-2.0268, 5.3527, 2.2013)  -0.222
H (-2.1370, 6.8744, -1.0719)  0.328
H (-1.9170, 5.3826, -1.8208)  -0.041
H (-0.5224, 6.0450, -1.0306)  0.182
C (-2.8294, -1.8534, 6.2969)  -0.904
O (-3.2956, -0.5880, 5.8164)  -0.227
C (-4.7084, -0.6137, 5.7712)  -0.807
C (-5.2223, 0.6308, 5.0779)  -0.306
N (-4.7751, 1.8616, 5.7392)  -0.178
C (-5.3062, 3.0947, 5.1733)  -1.308
C (-4.4223, 3.6782, 4.0534)  0.603
O (-4.5285, 2.8636, 2.8811)  -0.536
C (-3.2958, 2.8926, 2.1259)  0.697
H (-1.7566, -1.9591, 6.1540)  -0.121
H (-3.2857, -2.6917, 5.7668)  0.565
H (-3.0645, -1.9165, 7.3616)  0.365
H (-5.1416, -0.7425, 6.7731)  0.410
H (-5.1048, -1.5087, 5.2791)  0.335
H (-6.3169, 0.5894, 5.0371)  0.472
H (-4.7654, 0.7534, 4.0947)  0.115
H (-5.0060, 1.8360, 6.7258)  0.243
H (-5.4624, 3.9033, 5.8859)  0.561
H (-6.2644, 2.8121, 4.7171)  0.327
H (-3.3822, 3.7083, 4.3824)  -0.488
H (-4.8090, 4.6854, 3.8670)  0.384
H (-2.4172, 2.7464, 2.7528)  -0.222
H (-3.2948, 3.7590, 1.4612)  -0.018
H (-3.4281, 2.0396, 1.4565)  -0.255
C (1.8835, -3.4705, -0.0259)  0.995
O (1.6111, -2.2454, 0.6129)  1.344
C (2.5088, -1.2210, 0.2242)  1.100
C (2.1643, 0.0863, 0.8906)  0.705
N (0.9493, 0.6075, 0.2397)  1.013
C (0.2892, 1.6431, 1.0470)  0.707
C (-0.8238, 2.4138, 0.3264)  -0.138
O (-1.7636, 1.5713, -0.3220)  0.014
C (-2.6789, 2.3795, -1.0643)  0.373
H (2.8959, -3.8069, 0.1959)  -0.854
H (1.7539, -3.3849, -1.1101)  -0.467
H (1.1317, -4.1963, 0.2852)  0.069
H (2.5604, -1.1872, -0.8689)  0.392
H (3.5265, -1.4684, 0.5507)  -1.128
H (3.0172, 0.7661, 0.8275)  -1.690
H (1.9786, -0.0577, 1.9626)  0.024
H (0.2578, -0.1281, 0.1317)  0.177
H (1.0966, 2.2756, 1.4231)  -0.078
H (-0.1058, 1.0885, 1.9045)  -1.356
H (-0.4693, 3.1071, -0.4439)  0.522
H (-1.3422, 3.0586, 1.0407)  -0.734
H (-2.1369, 3.0842, -1.6992)  -0.073
H (-3.3109, 3.0423, -0.4672)  -0.354
H (-3.3180, 1.7180, -1.6467)  -0.037



Record 3
The following is a quantum chemistry calculation of C22H27AlBrO as an isolated structure, from the OMol25 dataset.

Its HOMO energy is -2.68 eV. As for the spin multiplicity: 1. Its total charge is -1. The HOMO-LUMO gap comes out at 4.744 eV.

Last column: Mulliken charge in e.
Geometry (Å):
C (0.1433, 2.1530, 1.0717)  -0.401
C (-0.9320, 1.4097, 1.5483)  -1.286
C (-0.3959, 0.1425, 2.1181)  1.299
H (-1.9727, 1.7135, 1.6734)  0.461
C (1.0449, 0.1899, 1.8455)  -0.417
C (1.3377, 1.4067, 1.2491)  -0.876
H (2.3305, 1.7712, 1.0419)  0.450
H (0.0842, 3.1799, 0.7047)  0.459
H (-0.9477, -0.5321, 2.7984)  -0.060
H (1.7409, -0.5446, 2.2124)  0.471
Al (-1.4734, -0.9848, 0.9339)  0.041
Br (-3.5576, -0.3619, 0.2306)  -0.365
C (0.7230, -0.5683, -2.2983)  0.319
C (1.8575, 0.2654, -2.3562)  -0.980
C (1.4051, 1.5972, -2.2359)  -0.576
H (2.9117, -0.0967, -2.4314)  0.310
C (0.0051, 1.5670, -2.0599)  -0.671
C (-0.4475, 0.2201, -2.1195)  -0.869
H (-1.4611, -0.1046, -2.0778)  0.727
H (0.7487, -1.6616, -2.2407)  0.177
H (2.0321, 2.5265, -2.1897)  0.338
H (-0.6633, 2.4167, -1.8046)  0.420
C (-2.3359, -3.1141, -2.1093)  -1.018
C (-1.6185, -4.3774, -1.6313)  0.606
C (-0.3373, -4.6289, -2.4319)  -1.496
C (-1.3866, -4.4859, -0.1374)  0.463
C (-1.9630, -5.5478, 0.5618)  -0.893
C (-1.5603, -5.8166, 1.8665)  -1.174
C (-0.5640, -5.0479, 2.4599)  -0.341
C (-0.0120, -3.9551, 1.7881)  -0.076
C (1.1933, -3.2197, 2.3747)  1.177
C (0.8457, -2.6824, 3.7504)  -1.380
C (2.4246, -4.1319, 2.4842)  -1.796
C (-0.6004, -3.5931, 0.5763)  0.899
O (-0.4617, -2.2893, 0.1530)  -0.039
H (-1.5884, -2.3584, -2.3916)  0.103
H (-3.0530, -2.7137, -1.3772)  0.090
H (-2.9459, -3.3506, -2.9998)  0.482
H (-2.2778, -5.2350, -1.8160)  0.386
H (0.3897, -3.8381, -2.2115)  0.178
H (0.1025, -5.5981, -2.1713)  0.376
H (-0.5691, -4.6190, -3.5044)  0.398
H (-2.6949, -6.1676, 0.0443)  0.365
H (-2.0190, -6.6188, 2.4492)  0.327
H (-0.1292, -5.3180, 3.4199)  0.334
H (1.4613, -2.3951, 1.6926)  -0.139
H (0.6626, -3.5196, 4.4421)  0.403
H (1.6622, -2.0915, 4.1747)  0.400
H (-0.0375, -2.0368, 3.7240)  0.246
H (2.7383, -4.4897, 1.5009)  0.371
H (3.2755, -3.5820, 2.8957)  0.467
H (2.2366, -4.9851, 3.1555)  0.308



Record 4
The following is a quantum chemistry calculation of C3H4CaO3 as an isolated structure, from the OMol25 dataset.

Its HOMO energy is -7.62 eV. As for the spin multiplicity: 1. Its total charge is 0. The HOMO-LUMO gap comes out at 6.334 eV.

Last column: Mulliken charge in e.
Geometry (Å):
H (1.2416, 2.7702, -0.0419)  0.232
O (0.5755, 1.9669, 0.0561)  -0.936
C (-1.8940, 0.8053, -0.3911)  -0.576
C (-1.3533, -0.1802, 0.3686)  -0.214
O (-1.1629, -1.4451, -0.1075)  -0.120
C (-0.0225, -2.2158, 0.2187)  -0.372
O (1.0092, -1.5196, 0.3563)  -0.474
Ca (1.6357, 0.3248, -0.1455)  1.542
H (-2.1205, 0.6481, -1.4486)  0.221
H (-2.2428, 1.7197, 0.0896)  0.261
H (-1.1658, -0.0715, 1.4419)  0.434